Record 1
{
  "formula": "C6H7NO2",
  "method": "the ωB97M-V functional and the def2-TZVPD basis",
  "elements": ["C", "C", "C", "C", "C", "C", "H", "H", "H", "H", "H", "H", "H", "N", "O", "O"],
  "coordinates": [[0.6660, -0.7908, -0.3410], [0.3366, 0.6237, 0.0232], [-0.3845, 1.6826, -0.9442], [-0.0479, 0.3113, 1.4098], [0.4764, -0.9755, 1.7865], [0.8142, -1.7135, 0.7339], [-0.1639, -0.6634, -2.2780], [1.4265, -2.0163, -2.0441], [-0.8011, 1.3378, -2.0258], [0.2314, 2.6476, -0.7142], [-1.7917, 2.0048, 0.6403], [-0.0573, -1.1946, 2.7468], [1.0028, -2.6836, 0.8214], [0.9269, -1.1126, -1.7290], [-1.7447, 1.7266, -0.3585], [-0.8899, 0.8159, 2.2730]],
  "atomic_forces_ev_per_a": [[1.36, 3.99, -4.69], [-0.74, -4.33, -1.74], [-1.29, -1.01, 2.64], [-3.37, 3.98, 1.84], [-1.86, -1.81, 2.43], [-0.45, 3.74, 2.11], [4.94, -2.34, 1.53], [-2.01, 1.82, 0.86], [2.34, 1.01, 2.17], [-1.44, -1.33, -1.55], [0.77, -0.90, -2.65], [1.68, -0.71, -0.41], [0.86, -3.96, -0.52], [-4.13, 1.34, -0.06], [0.18, 1.50, 1.64], [3.15, -1.01, -3.60]],
  "lumo_ev": -1.19,
  "e_homo_ev": -8.293,
  "e_tot_ev": -11914.5267
}

=====

Record 2
{
  "formula": "C6H7NO2",
  "method": "the ωB97M-V functional and the def2-TZVPD basis",
  "elements": ["C", "C", "C", "C", "C", "C", "H", "H", "H", "H", "H", "H", "H", "N", "O", "O"],
  "coordinates": [[1.1432, 0.0186, 0.0157], [0.0460, 0.1267, 1.1597], [-1.1391, 0.8947, 0.4597], [-1.1023, 0.0926, -0.8870], [0.1298, -0.7456, -0.7425], [-0.3894, -1.3955, 0.6252], [3.3999, -0.0196, -0.0209], [1.3666, 0.9827, -0.6230], [0.2193, 0.4075, 2.2632], [-1.9633, 1.1016, 1.0478], [-0.0818, 1.8116, -1.2193], [-2.1069, -0.2783, -1.2582], [0.4058, -1.4174, -1.4920], [-1.0716, 1.5226, -0.8743], [2.1572, -0.6651, 0.5929], [-1.0134, -2.4370, 0.9530]],
  "atomic_forces_ev_per_a": [[-1.89, 3.42, 0.30], [-0.80, 0.80, 0.73], [2.60, -1.92, -1.64], [-3.45, 0.40, 0.02], [-1.57, -2.39, 0.81], [-1.81, -2.10, 0.83], [-4.40, -2.73, 2.29], [0.19, -1.55, 1.89], [0.14, -0.53, -1.89], [-1.74, 0.28, 0.70], [-2.30, 0.03, 1.15], [1.73, -0.18, 0.25], [0.38, -0.86, -1.48], [3.39, 0.80, -0.37], [6.65, 1.82, -2.46], [2.90, 4.70, -1.13]],
  "lumo_ev": -1.39,
  "e_homo_ev": -9.453,
  "e_tot_ev": -11913.2040
}

=====

Record 3
{
  "formula": "C6H7NO2",
  "method": "the ωB97M-V functional and the def2-TZVPD basis",
  "elements": ["C", "C", "C", "C", "C", "C", "N", "O", "O", "H", "H", "H", "H", "H", "H", "H"],
  "coordinates": [[1.9624, 0.3452, 0.1543], [1.6576, -0.6385, 0.9689], [0.8291, 0.1687, -0.8335], [0.3546, -1.0377, 0.1900], [-0.4991, 0.8173, -0.4280], [-1.0153, -0.3316, 0.5041], [0.5022, -1.1842, -1.2446], [-0.3963, 2.1010, -0.0220], [-2.2217, -1.0022, 0.3157], [2.7409, 1.0322, 0.1109], [2.0458, -0.8942, 1.9064], [-2.5171, 0.3341, -1.4991], [-1.0815, 0.0360, 1.6133], [1.3210, -1.7037, -1.5666], [-1.1176, 2.5227, 0.4642], [-2.5650, -0.5650, -0.6342]],
  "atomic_forces_ev_per_a": [[-0.13, -0.57, -0.46], [-1.43, 0.38, -1.18], [-2.30, 0.38, 0.28], [0.25, 0.62, -0.49], [-0.80, -0.11, 1.03], [-1.40, -0.39, 1.81], [0.26, -0.01, 0.79], [0.87, -0.89, -0.87], [1.26, 1.34, -1.40], [1.23, 1.10, -0.04], [0.42, -0.88, 1.03], [1.11, 0.23, 0.31], [0.73, -0.31, -1.92], [-0.16, 0.16, 0.40], [-0.40, -0.83, -0.17], [0.51, -0.23, 0.90]],
  "lumo_ev": [-0.52, -0.50],
  "e_homo_ev": [-7.871, -7.915],
  "e_tot_ev": -11911.2199
}

=====

Record 4
{
  "formula": "C6H7NO3",
  "method": "the ωB97M-V functional and the def2-TZVPD basis",
  "elements": ["N", "C", "C", "C", "O", "C", "C", "O", "C", "O", "H", "H", "H", "H", "H", "H", "H"],
  "coordinates": [[2.7135, 0.1997, 0.7195], [1.5139, 0.9141, 1.0300], [0.3859, 0.4769, 0.3284], [0.3431, -0.6714, -0.6281], [1.3372, -1.1921, -1.0948], [-1.0334, -1.0033, -1.1675], [-2.1382, -0.6188, -0.1647], [-2.0574, 0.7625, 0.1613], [-0.8102, 1.3199, 0.4856], [-0.7495, 2.2564, 1.1641], [3.4927, 0.7171, 1.1831], [2.7412, -0.3706, -0.1334], [1.6244, 1.7310, 1.7304], [-1.1144, -0.3645, -2.1456], [-1.0545, -2.1212, -1.5450], [-3.0603, -0.8649, -0.6771], [-2.1339, -1.1708, 0.7538]],
  "atomic_forces_ev_per_a": [[-1.34, 3.43, 2.59], [1.89, -3.79, -3.41], [0.07, 0.18, -0.16], [0.02, 1.43, 0.04], [0.55, -0.57, 0.12], [0.16, -0.84, -1.48], [0.87, -0.08, -1.48], [0.34, 1.00, -0.45], [-0.71, -5.02, 0.15], [-0.63, 4.30, 1.47], [-0.45, -1.46, -1.25], [0.06, 0.30, 0.47], [-0.50, -0.09, -0.06], [-0.13, -1.00, 1.75], [-0.03, 2.19, 1.01], [-0.52, 0.62, 0.19], [0.37, -0.59, 0.50]],
  "lumo_ev": 0.11,
  "e_homo_ev": -9.085,
  "e_tot_ev": -13967.1799,
  "smiles": "N/C=C1\\C(=O)CCOC1=O"
}

=====

Record 5
{
  "formula": "C6H7NO3",
  "method": "the ωB97M-V functional and the def2-TZVPD basis",
  "elements": ["C", "C", "C", "C", "C", "C", "N", "O", "O", "O", "H", "H", "H", "H", "H", "H", "H"],
  "coordinates": [[-0.1967, 1.6110, -0.5537], [-0.9701, 1.5244, 0.5957], [0.8431, 0.7792, -0.8643], [-0.7709, 0.4885, 1.4463], [-0.1914, -1.5418, -0.8478], [0.8655, -0.5620, -0.3283], [-0.2538, -0.7034, 1.1964], [-1.3654, -0.9915, -1.1952], [0.2118, -2.6688, -0.8438], [1.9597, -1.1525, -0.0315], [-0.0951, 2.5879, -1.0643], [-1.4823, 2.3763, 0.9509], [1.7300, 1.0758, -1.4686], [-1.0505, 0.6557, 2.4637], [0.1624, -1.3028, 1.9433], [-1.0771, -0.1210, -1.4450], [1.6808, -2.0548, 0.0462]],
  "atomic_forces_ev_per_a": [[-2.15, 3.94, -0.91], [2.17, 0.84, -2.36], [3.08, -2.36, 0.06], [-0.84, -1.57, 3.50], [0.93, 1.08, 0.29], [-3.55, 0.85, -0.02], [2.78, -0.04, -0.66], [0.60, -2.35, -0.49], [-1.40, -1.60, -0.44], [2.43, 0.73, 0.56], [-0.75, -0.56, 0.31], [-0.72, 0.67, 0.17], [-0.81, -0.17, 0.67], [-0.77, -0.06, 0.64], [-0.66, 0.93, -0.85], [-0.56, 1.66, -0.28], [0.19, -2.00, -0.21]],
  "lumo_ev": [0.76, -2.11],
  "spin_multiplicity": 3,
  "e_homo_ev": [-5.307, -9.823],
  "e_tot_ev": -13962.7902
}

=====

Record 6
{
  "formula": "C6H7NS",
  "method": "the ωB97M-V functional and the def2-TZVPD basis",
  "elements": ["C", "C", "C", "C", "C", "C", "N", "S", "H", "H", "H", "H", "H", "H", "H"],
  "coordinates": [[-0.5035, -1.2119, -0.8897], [-0.8651, 0.0628, -1.2311], [1.6867, 0.2621, -0.0574], [-0.6861, -0.0965, 1.2197], [-0.1466, -1.2921, 0.5087], [-0.5924, 0.9201, -0.0821], [0.9196, 1.2381, -0.0946], [3.2275, -0.2218, -0.0605], [-0.5020, -2.0623, -1.6520], [-1.2014, 0.2747, -2.2792], [-1.7395, -0.3171, 1.3833], [0.0463, 0.4220, 1.9061], [0.2803, -2.0122, 1.0862], [-1.0178, 1.8346, 0.0280], [1.0942, 2.1995, 0.2144]],
  "atomic_forces_ev_per_a": [[-0.32, -1.08, -0.52], [-1.13, -1.31, -1.29], [2.80, -2.80, 0.74], [1.20, 2.15, -2.95], [0.30, 2.87, -2.04], [1.12, -2.91, 1.22], [-2.14, 2.24, 0.28], [-0.66, 0.33, 0.01], [0.19, 1.21, 1.38], [0.47, 0.36, 1.36], [-0.09, 0.61, 0.99], [-1.59, -1.15, 0.26], [1.09, -2.43, 0.87], [-1.73, 2.51, 0.18], [0.48, -0.59, -0.49]],
  "lumo_ev": [-0.10, -0.06],
  "e_homo_ev": [-6.899, -7.041],
  "e_tot_ev": -18656.4259
}

=====

Record 7
{
  "formula": "C6H7NS",
  "method": "the ωB97M-V functional and the def2-TZVPD basis",
  "elements": ["C", "C", "C", "C", "C", "N", "C", "S", "H", "H", "H", "H", "H", "H", "H"],
  "coordinates": [[-0.8832, -1.1029, 1.8835], [-0.7325, -0.3087, 0.8184], [0.5358, -0.1149, 0.1687], [1.6146, 0.0592, -0.3305], [2.8968, 0.2612, -1.0003], [-1.8351, 0.4737, 0.3586], [-2.2612, 0.5916, -0.9083], [-1.7141, -0.1653, -2.2498], [-1.8602, -1.2638, 2.3601], [-0.0390, -1.6302, 2.2919], [2.7471, 0.6003, -2.0123], [3.5127, 0.9876, -0.4640], [3.4708, -0.6873, -1.0405], [-2.3663, 0.9643, 1.0898], [-3.0863, 1.3353, -0.9652]],
  "atomic_forces_ev_per_a": [[-0.49, 0.07, -0.11], [0.00, -0.20, 0.30], [-0.03, 0.04, 0.05], [-0.07, -0.01, -0.05], [0.39, -0.66, 0.50], [-0.23, 0.23, 0.76], [-0.48, 0.61, -0.36], [-0.08, 0.08, 0.35], [0.47, 0.21, -0.30], [0.14, -0.04, 0.02], [-0.07, 0.17, -0.36], [-0.10, -0.01, -0.07], [-0.36, 0.48, 0.03], [0.46, -0.44, -0.68], [0.45, -0.52, -0.05]],
  "lumo_ev": 0.42,
  "e_homo_ev": -8.241,
  "e_tot_ev": -18658.3370,
  "smiles": "C=C(C#CC)NC=S"
}

=====

Record 8
{
  "formula": "C6H7NS",
  "method": "the ωB97M-V functional and the def2-TZVPD basis",
  "elements": ["C", "C", "C", "C", "C", "C", "N", "S", "H", "H", "H", "H", "H", "H", "H"],
  "coordinates": [[-0.1438, -0.3317, 2.8097], [-0.0656, -0.0527, 1.6588], [-1.9333, -1.2039, -0.9728], [0.5891, -1.2328, -0.4155], [-0.1408, -0.0733, 0.2318], [0.1135, 1.2549, -0.5227], [-1.8895, -0.1370, -0.3537], [-0.7939, -2.4773, -0.9276], [0.0034, -0.4983, 3.8482], [-2.9110, -1.6064, -1.2207], [1.0734, -1.0188, -1.3556], [1.3210, -1.7128, 0.2866], [1.2350, 1.3205, -0.7573], [-0.3466, 2.0775, 0.0109], [-0.4929, 1.1390, -1.4656]],
  "atomic_forces_ev_per_a": [[0.57, 0.03, 1.70], [-0.75, -0.46, -1.37], [-1.63, -1.85, 0.79], [-0.78, -1.70, 0.60], [-2.28, 1.58, -2.70], [0.89, -1.12, -0.98], [3.14, 1.15, 2.05], [2.20, 0.16, 0.16], [-0.27, -0.01, 0.11], [-0.31, 0.30, -0.87], [0.13, 0.45, -0.08], [-0.88, 0.28, -0.68], [-1.63, 0.53, 0.43], [0.47, 0.28, 0.14], [1.14, 0.38, 0.69]],
  "lumo_ev": 0.72,
  "e_homo_ev": -9.121,
  "e_tot_ev": -18656.8886
}

=====

Q: Which energy above the lowest of the compared OMol25 structures with the same formula, charge and spin values were calculated for the entries above? A: 5.905; 7.227; 9.212; 0.782; 0.000; 4.323; 2.412; 3.860, in eV.